Here is an isolated molecule of C3H7N5 at a distorted geometry from OMol25. Energies are from ωB97M-V/def2-TZVPD.

Atoms and positions in Å:
H: 1.4156 2.5481 -0.5913
N: -0.8212 0.6438 0.6162
H: -2.2682 -2.0573 -0.2262
H: -0.3749 2.6596 0.4381
H: -2.8757 -0.4752 -0.4937
H: -1.6765 0.9222 1.0600
N: 0.0646 -1.4804 -0.2164
C: -0.0076 1.6873 0.1871
C: -0.8660 -0.6139 0.0281
N: -2.1225 -1.0502 -0.0348
N: 1.1037 1.5651 -0.4447
C: 1.4396 -1.1767 -0.3019
H: 1.8104 -0.8722 -1.2630
N: 2.1412 -1.3112 0.7514
H: 3.0376 -0.9889 0.4910

Force components x, y, z for each atom (eV/Å):
H 0.0518 -1.0362 -0.0731
N 0.9901 1.2718 -0.9511
H 0.5705 1.1593 0.0763
H -0.5266 0.5096 0.4951
H 1.4804 -0.6678 0.9142
H -0.1386 -0.0071 0.0070
N -0.3394 1.7377 -1.3649
C 1.1943 -0.6590 -0.3056
C 2.7342 -2.0791 0.3451
N -4.6382 -1.2039 -0.8280
N -1.0283 1.1397 0.2565
C -1.1671 -0.3917 2.4420
H 0.0240 0.0775 -0.4276
N -0.9255 0.0324 -0.5674
H 1.7184 0.1169 -0.0185

Properties
Spin multiplicity: 1
HOMO-LUMO gap: 9.423 eV
Net charge: 0
Maximum force: 0.0946 hartree/bohr
Highest occupied orbital energy: -8.87 eV
SMILES string: [H]/N=C/N=C(/N)N/C=N/[H]
Energy relative to the best compared isomer or geometry (same formula, charge and spin): 107.5 kJ/mol